This record from the Open Molecules 2025 dataset describes a single C7H14N2O molecule. The level of theory is the ωB97M-V functional and the def2-TZVPD basis.

Last column: natural (NBO) charge in e.
CARTESIAN COORDINATES (ANGSTROEM)
O1 0.415 2.666 1.909  -0.3354
N1 1.009 1.618 1.916  0.2564
N2 0.744 0.776 0.771  -0.3048
C1 0.624 1.559 -0.533  -0.2757
C2 -0.072 0.588 -1.574  -0.4318
C3 -1.449 -0.224 -1.165  -0.3843
C4 -1.662 -0.420 0.260  -0.4728
C5 -0.689 -1.374 0.832  -0.4149
C6 0.815 -1.514 0.370  -0.3749
C7 1.503 -0.356 0.769  -0.2704
H1 -0.162 2.567 -0.396  0.2596
H2 1.669 1.699 -0.873  0.2112
H3 -0.163 1.307 -2.598  0.2173
H4 0.517 -0.242 -2.040  0.2123
H5 -2.505 0.257 -1.531  0.2107
H6 -1.344 -1.192 -1.834  0.2001
H7 -2.666 -0.599 0.505  0.2321
H8 -1.808 0.667 0.625  0.2234
H9 -0.840 -2.558 0.794  0.2363
H10 -0.372 -0.818 1.898  0.2168
H11 1.224 -2.400 0.723  0.2185
H12 0.954 -1.623 -0.917  0.1710
H13 1.712 -0.363 1.796  0.2292
H14 2.545 -0.023 0.293  0.1700

E_HOMO: -0.335 Ha
electronic energy: -12506.37698 eV
orbital gap: 9.6 eV
SMILES: O=NN1CCCCCCC1
LUMO: 0.4 eV
2S+1: 1
energy above the lowest of the compared OMol25 structures with the same formula, charge and spin: 729.8 kJ/mol

***

This record from the Open Molecules 2025 dataset describes 2 unconnected molecules or ions with the total composition C7H14N2O. The level of theory is the ωB97M-V functional and the def2-TZVPD basis.

Last column: natural (NBO) charge in e.
CARTESIAN COORDINATES (ANGSTROEM)
H1 1.163 0.329 -1.280  0.3927
N1 0.804 1.365 -0.845  -0.6161
C1 -0.264 1.258 -0.225  0.1773
C2 -1.267 0.038 -0.348  0.3681
O1 -1.818 -0.244 -1.381  -0.5180
C3 -0.789 2.246 0.790  -0.4609
C4 0.068 3.502 0.863  -0.5970
H2 -1.676 -0.301 0.634  0.1028
H3 -1.823 2.494 0.529  0.2142
H4 -0.823 1.749 1.765  0.2126
H5 0.091 4.000 -0.103  0.2184
H6 1.090 3.243 1.130  0.2188
H7 -0.333 4.189 1.606  0.2038
C5 -0.378 -2.968 -0.705  -0.6950
C6 0.612 -1.850 -0.544  0.3606
C7 1.227 -1.693 0.814  -0.6863
N2 1.143 -1.204 -1.522  -0.6576
H8 -0.977 -2.838 -1.605  0.2393
H9 -1.032 -3.038 0.163  0.2246
H10 0.158 -3.915 -0.786  0.2386
H11 1.905 -0.846 0.826  0.2434
H12 1.759 -2.609 1.085  0.2370
H13 0.456 -1.524 1.562  0.2179
H14 0.704 -1.383 -2.424  0.3607

E_HOMO: -0.307 Ha
electronic energy: -12511.88443 eV
orbital gap: 8.7 eV
SMILES: [H]/N=C(\C=O)CC.CC(C)=N
LUMO: 0.3 eV
2S+1: 1
energy above the lowest of the compared OMol25 structures with the same formula, charge and spin: 198.4 kJ/mol

***

This record from the Open Molecules 2025 dataset describes a single C7H14N2O3 molecule. The level of theory is the ωB97M-V functional and the def2-TZVPD basis.

Last column: natural (NBO) charge in e.
CARTESIAN COORDINATES (ANGSTROEM)
C1 -0.934 -0.612 2.712  -0.5981
C2 -0.582 -1.131 1.331  -0.2196
C3 -1.661 -1.642 0.425  -0.6505
C4 0.195 0.002 0.535  -0.1277
N1 1.138 0.851 1.211  -0.8223
C5 -0.604 1.077 -0.189  0.6877
O1 -1.766 1.326 0.176  -0.6407
N2 -0.060 1.833 -1.145  -0.5940
C6 1.107 1.351 -1.946  -0.3493
C7 1.087 0.001 -2.687  0.7906
O2 0.064 -0.680 -2.824  -0.5761
O3 2.328 -0.417 -2.977  -0.7563
H1 -1.413 0.489 2.590  0.2058
H2 -1.544 -1.208 3.205  0.2036
H3 -0.123 -0.437 3.408  0.1985
H4 0.201 -1.929 1.657  0.1950
H5 -2.166 -2.541 0.589  0.2161
H6 -2.393 -0.879 0.132  0.2491
H7 -1.285 -1.668 -0.642  0.2228
H8 0.762 -0.568 -0.249  0.1991
H9 1.780 0.399 1.717  0.3524
H10 0.666 1.481 1.970  0.3624
H11 -0.803 2.343 -1.644  0.4106
H12 1.218 2.152 -2.676  0.2393
H13 1.944 1.595 -1.374  0.2500
H14 2.845 -1.190 -3.304  0.5515

E_HOMO: -0.340 Ha
electronic energy: -16606.99767 eV
orbital gap: 9.6 eV
SMILES: CC(C)[C@H](N)C(=O)NCC(=O)O
LUMO: 0.3 eV
2S+1: 1
energy above the lowest of the compared OMol25 structures with the same formula, charge and spin: 287.8 kJ/mol

***

This record from the Open Molecules 2025 dataset describes 2 unconnected molecules or ions with the total composition C7H14N2O4. The level of theory is the ωB97M-V functional and the def2-TZVPD basis.

Last column: natural (NBO) charge in e.
CARTESIAN COORDINATES (ANGSTROEM)
C1 -1.726 3.537 0.129  -0.2686
O1 -0.782 2.771 0.863  -0.5140
C2 -0.685 1.532 0.198  0.5945
O2 -1.667 1.458 -0.734  -0.7056
C3 0.291 0.659 0.541  -0.3482
C4 1.247 0.041 1.176  0.3317
C5 0.870 -0.587 2.556  -0.6663
O3 2.561 0.149 0.824  -0.6598
H1 -1.151 4.052 -0.655  0.1860
H2 -1.984 4.458 0.798  0.1718
H3 -2.660 3.004 -0.061  0.2129
H4 -1.131 1.000 -1.431  0.5219
H5 -0.026 -1.092 2.333  0.2365
H6 0.732 0.322 3.205  0.2436
H7 1.790 -1.106 2.892  0.1921
H8 2.990 -0.529 1.424  0.4738
C6 -0.970 -2.071 -1.498  -0.4445
N1 0.418 -1.750 -1.362  -0.3028
N2 1.126 -2.592 -0.510  -0.6645
C7 0.787 -0.421 -1.672  0.5596
O4 0.075 0.292 -2.389  -0.6693
H9 -1.424 -2.006 -2.543  0.2225
H10 -1.041 -3.221 -1.258  0.1991
H11 -1.723 -1.573 -0.876  0.2068
H12 1.240 -3.484 -0.904  0.3601
H13 0.991 -2.654 0.458  0.3557
H14 1.851 -0.188 -1.503  0.1749

E_HOMO: -0.300 Ha
electronic energy: -18651.09191 eV
orbital gap: 8.7 eV
SMILES: COC(O)=C=C(C)O.CN(N)C=O
LUMO: 0.6 eV
2S+1: 1
energy above the lowest of the compared OMol25 structures with the same formula, charge and spin: 561.5 kJ/mol

***

This record from the Open Molecules 2025 dataset describes a gas-phase ion, C7H14N2P (charge +1). The level of theory is the ωB97M-V functional and the def2-TZVPD basis.

Last column: natural (NBO) charge in e.
CARTESIAN COORDINATES (ANGSTROEM)
P1 0.892 2.203 1.967  0.5321
N1 -0.146 1.623 0.574  -0.5736
C1 -1.388 1.187 0.696  0.3687
N2 -1.816 0.546 -0.377  -0.5177
C2 -0.714 0.168 -1.250  -0.0592
C3 -0.532 -1.397 -1.370  -0.4108
C4 -0.256 -2.100 -0.052  -0.3880
C5 0.950 -1.365 0.605  -0.4218
C6 1.532 -0.138 -0.095  -0.4181
C7 0.496 0.891 -0.602  -0.0359
H1 -0.134 2.907 2.562  -0.0147
H2 1.572 3.218 1.065  0.0161
H3 -2.097 1.380 1.423  0.2288
H4 -2.750 0.261 -0.264  0.4311
H5 -0.699 0.600 -2.240  0.2363
H6 0.420 -1.464 -1.973  0.2277
H7 -1.494 -1.743 -1.761  0.2343
H8 0.068 -3.261 -0.134  0.2343
H9 -1.006 -2.043 0.637  0.1991
H10 0.610 -1.045 1.503  0.1946
H11 1.562 -2.184 0.737  0.2411
H12 2.199 0.551 0.445  0.2328
H13 1.944 -0.563 -0.983  0.2313
H14 0.789 1.768 -1.112  0.2315

E_HOMO: -0.487 Ha
electronic energy: -19746.73451 eV
orbital gap: 9.9 eV
SMILES: PN1C=[NH+][C@@H]2CCCC[C@@H]21
LUMO: -3.4 eV
2S+1: 1
energy above the lowest of the compared OMol25 structures with the same formula, charge and spin: 91.3 kJ/mol
net charge: +1

***

This record from the Open Molecules 2025 dataset describes a gas-phase ion, C7H14N3 (charge +1). The level of theory is the ωB97M-V functional and the def2-TZVPD basis.

Last column: natural (NBO) charge in e.
CARTESIAN COORDINATES (ANGSTROEM)
C1 -1.033 3.631 -1.939  -0.6830
C2 -0.763 2.637 -0.841  0.4153
N1 -1.858 2.165 -0.256  -0.4853
C3 -1.698 0.926 0.284  0.3683
N2 -0.414 0.560 0.275  -0.1904
N3 -0.264 -0.868 0.869  -0.3791
C4 0.716 -1.834 0.373  -0.0789
C5 0.001 -3.150 0.278  -0.6290
C6 1.962 -2.040 1.334  -0.6220
C7 0.308 1.675 -0.397  -0.3374
H1 -1.170 4.602 -1.484  0.2773
H2 -2.093 3.395 -2.281  0.2944
H3 -0.172 3.616 -2.666  0.2570
H4 -2.484 0.175 0.511  0.2688
H5 0.108 -0.721 1.811  0.3803
H6 0.979 -1.477 -0.575  0.1989
H7 -0.563 -3.346 1.232  0.2278
H8 -0.587 -3.173 -0.643  0.2261
H9 0.567 -4.106 0.220  0.2439
H10 2.537 -1.084 1.445  0.2088
H11 2.548 -2.756 0.947  0.2299
H12 1.703 -2.415 2.333  0.2230
H13 0.892 1.209 -1.233  0.2840
H14 0.780 2.378 0.401  0.3013

E_HOMO: -0.523 Ha
electronic energy: -11946.14527 eV
orbital gap: 9.3 eV
SMILES: CC1=[N+]=CN(NC(C)C)C1
LUMO: -4.9 eV
2S+1: 1
energy above the lowest of the compared OMol25 structures with the same formula, charge and spin: 460.6 kJ/mol
net charge: +1

***

This record from the Open Molecules 2025 dataset describes 2 unconnected molecules or ions with the total composition C7H14N3. The level of theory is the ωB97M-V functional and the def2-TZVPD basis.

Last column: natural (NBO) charge in e.
CARTESIAN COORDINATES (ANGSTROEM)
C1 -1.582 1.465 0.326  -0.5370
C2 -2.178 0.221 0.418  0.2202
C3 -0.409 1.762 -0.278  0.5201
C4 1.700 -0.366 -0.029  0.2685
C5 2.156 0.678 0.900  -0.6635
C6 2.595 -1.528 -0.210  -0.6441
C7 -2.601 -2.141 -0.080  -0.4101
N1 0.690 -0.191 -0.697  -0.3875
N2 0.125 2.816 -0.857  -0.8041
N3 -1.755 -0.897 -0.163  -0.4902
H1 -2.271 2.273 0.535  0.2469
H2 -3.248 0.305 0.567  0.2195
H3 3.145 0.915 0.831  0.2445
H4 2.270 0.305 1.865  0.2533
H5 1.578 1.584 0.782  0.2246
H6 2.326 -2.152 -1.057  0.2448
H7 2.523 -2.116 0.636  0.2442
H8 3.598 -1.227 -0.252  0.2455
H9 -1.943 -2.994 -0.563  0.2364
H10 -2.919 -2.241 0.895  0.2148
H11 -3.518 -2.030 -0.594  0.2163
H12 -0.393 3.743 -0.846  0.4372
H13 0.967 2.651 -1.512  0.4547
H14 -0.857 -0.835 -0.617  0.4452

E_HOMO (alpha / beta): -0.466 / -0.466 Ha
electronic energy: -11945.42350 eV
orbital gap (alpha / beta): 8.3 / 8.3 eV
LUMO (alpha / beta): -4.4 / -4.4 eV
2S+1: 1
energy above the lowest of the compared OMol25 structures with the same formula, charge and spin: 530.3 kJ/mol
net charge: +1

***

This record from the Open Molecules 2025 dataset describes 2 unconnected molecules or ions with the total composition C7H14N3. The level of theory is the ωB97M-V functional and the def2-TZVPD basis.

Last column: natural (NBO) charge in e.
CARTESIAN COORDINATES (ANGSTROEM)
C1 -4.777 0.896 0.248  -0.3099
C2 -4.751 0.071 -0.859  -0.0204
C3 -3.644 0.583 1.099  -0.0084
C4 2.118 0.751 -1.153  -0.6372
C5 3.072 -0.866 0.558  -0.5772
C6 2.101 0.285 0.314  -0.3232
C7 0.810 -0.156 0.828  0.3282
N1 -3.577 -0.674 -0.678  -0.3304
N2 -2.945 -0.403 0.474  -0.3331
N3 -0.302 -0.218 0.070  -0.6670
H1 -5.502 1.616 0.658  0.2592
H2 -5.239 -0.274 -1.737  0.2503
H3 -3.271 1.065 1.967  0.2307
H4 2.100 -0.121 -1.895  0.2306
H5 1.198 1.313 -1.370  0.2084
H6 2.852 1.441 -1.498  0.2598
H7 2.775 -1.850 0.061  0.2175
H8 3.115 -1.167 1.596  0.2226
H9 3.939 -0.607 0.131  0.2329
H10 2.338 0.955 1.083  0.2586
H11 1.010 -0.544 1.810  0.2271
H12 -3.249 -1.523 -1.121  0.4209
H13 -0.103 -0.016 -0.922  0.4073
H14 -1.430 -0.368 0.269  0.4526

E_HOMO: -0.490 Ha
electronic energy: -11948.03849 eV
orbital gap: 9.5 eV
LUMO: -3.8 eV
2S+1: 1
energy above the lowest of the compared OMol25 structures with the same formula, charge and spin: 278.0 kJ/mol
net charge: +1

***

This record from the Open Molecules 2025 dataset describes 2 unconnected molecules or ions with the total composition C7H14N3O. The level of theory is the ωB97M-V functional and the def2-TZVPD basis.

Last column: natural (NBO) charge in e.
CARTESIAN COORDINATES (ANGSTROEM)
C1 2.130 -1.798 1.788  -0.0583
C2 2.303 -1.114 0.611  -0.0808
C3 0.221 -1.168 1.187  0.1532
C4 1.810 0.851 -1.542  -0.6618
C5 -0.532 0.352 -1.366  -0.3354
C6 -1.628 -0.706 -1.299  -0.1024
C7 0.708 0.074 -0.853  0.2329
N1 0.811 -1.829 2.115  -0.3988
N2 1.031 -0.754 0.175  -0.3890
N3 -1.625 1.825 1.169  -0.8788
O1 -2.678 -0.265 -0.417  -0.7882
H1 2.894 -2.203 2.343  0.2221
H2 3.096 -0.839 0.027  0.2236
H3 -0.781 -0.954 1.204  0.1687
H4 1.450 1.915 -1.885  0.2455
H5 2.267 0.302 -2.404  0.2571
H6 2.574 1.103 -0.789  0.2182
H7 -0.647 1.607 1.210  0.4613
H8 -0.761 1.205 -2.109  0.2393
H9 -2.193 -0.777 -2.188  0.2092
H10 -1.332 -1.581 -0.855  0.1848
H11 -2.261 1.471 0.404  0.5017
H12 -2.037 1.484 2.044  0.4418
H13 -1.830 2.814 1.288  0.4419
H14 -2.990 -1.015 0.140  0.4922

E_HOMO: -0.449 Ha
electronic energy: -13995.23608 eV
orbital gap: 8.4 eV
LUMO: -3.8 eV
2S+1: 1
energy above the lowest of the compared OMol25 structures with the same formula, charge and spin: 247.7 kJ/mol
net charge: +1

***

This record from the Open Molecules 2025 dataset describes a gas-phase ion, C7H14N3O2 (charge +1). The level of theory is the ωB97M-V functional and the def2-TZVPD basis.

Last column: natural (NBO) charge in e.
CARTESIAN COORDINATES (ANGSTROEM)
C1 2.651 1.109 0.056  -0.0283
C2 2.077 -1.348 -0.032  0.6841
C3 1.710 0.015 -0.616  -0.4930
C4 0.319 0.350 -0.632  0.3901
C5 -1.501 0.784 1.025  -0.6077
C6 -1.240 -1.512 -0.050  -0.6118
C7 -0.546 -0.254 0.452  -0.3133
N1 2.118 2.182 0.427  0.0863
N2 2.669 -1.462 1.145  -0.8138
N3 -0.222 1.164 -1.681  -0.7500
O1 1.708 -2.267 -0.696  -0.5861
O2 0.902 2.512 0.283  -0.3594
H1 3.746 0.812 0.132  0.2637
H2 2.011 -0.171 -1.655  0.2831
H3 -0.883 1.447 1.498  0.2354
H4 -2.379 0.451 1.762  0.2640
H5 -1.952 1.481 0.317  0.1777
H6 -1.925 -1.218 -0.830  0.1917
H7 -1.928 -1.852 0.665  0.2351
H8 -0.686 -2.374 -0.388  0.2578
H9 0.125 -0.643 1.294  0.2457
H10 2.681 -0.745 1.818  0.4142
H11 3.022 -2.434 1.312  0.4405
H12 -0.793 0.857 -2.488  0.4570
H13 0.528 1.759 -1.885  0.4538
H14 -0.916 1.790 -1.053  0.4832

E_HOMO (alpha / beta): -0.499 / -0.481 Ha
electronic energy: -16039.65048 eV
orbital gap (alpha / beta): 8.8 / 7.9 eV
LUMO (alpha / beta): -4.8 / -5.2 eV
2S+1: 1
energy above the lowest of the compared OMol25 structures with the same formula, charge and spin: 510.6 kJ/mol
net charge: +1